Entry 1:
{
  "formula": "C15H21NO2",
  "method": "wB97M-V/def2-TZVPD",
  "symbols": ["C", "C", "C", "N", "C", "O", "C", "C", "C", "O", "C", "C", "C", "C", "C", "C", "C", "C", "H", "H", "H", "H", "H", "H", "H", "H", "H", "H", "H", "H", "H", "H", "H", "H", "H", "H", "H", "H", "H"],
  "xyz": [[-3.1752, -1.3891, -0.3847], [-2.5607, -1.9981, 0.6114], [-2.7377, -1.6100, 2.0518], [-1.5865, -0.8659, 2.5291], [-1.6184, 0.4762, 2.6976], [-2.6337, 1.1295, 2.5929], [-0.2670, 1.0865, 3.0382], [0.6735, 1.0595, 1.8315], [0.0535, 1.7665, 0.6215], [0.9653, 1.8908, -0.4448], [1.2928, 0.7976, -1.1974], [0.6636, -0.4367, -1.1341], [1.0672, -1.4869, -1.9538], [0.3788, -2.8160, -1.8538], [2.1107, -1.2864, -2.8400], [2.7355, -0.0515, -2.9124], [2.3460, 0.9994, -2.1052], [3.0075, 2.3404, -2.1728], [-3.0143, -1.6618, -1.4144], [-3.8716, -0.5868, -0.2057], [-1.8537, -2.7967, 0.4251], [-2.8723, -2.4993, 2.6763], [-3.5977, -0.9469, 2.1657], [-0.7041, -1.3505, 2.5696], [-0.4404, 2.1180, 3.3463], [0.1835, 0.5427, 3.8708], [0.9231, 0.0309, 1.5601], [1.6069, 1.5667, 2.0856], [-0.2017, 2.7953, 0.8899], [-0.8671, 1.2622, 0.3041], [-0.1639, -0.6032, -0.4603], [-0.7012, -2.6942, -1.9107], [0.6141, -3.2943, -0.9025], [0.6984, -3.4775, -2.6548], [2.4378, -2.0926, -3.4799], [3.5455, 0.0956, -3.6124], [2.2806, 3.1016, -2.4518], [3.8169, 2.3368, -2.8980], [3.4024, 2.6140, -1.1956]],
  "e_above_lowest_ev": 0.866,
  "homo_ev": -8.24,
  "smiles": "C=CCNC(=O)CCCOc1cc(C)ccc1C"
}

Entry 2:
{
  "formula": "C9H37NO10",
  "method": "wB97M-V/def2-TZVPD",
  "symbols": ["O", "H", "H", "O", "H", "H", "O", "H", "H", "O", "H", "H", "O", "H", "H", "O", "H", "H", "O", "H", "H", "O", "H", "H", "O", "H", "H", "C", "C", "C", "C", "C", "C", "N", "O", "C", "C", "C", "H", "H", "H", "H", "H", "H", "H", "H", "H", "H", "H", "H", "H", "H", "H", "H", "H", "H", "H"],
  "xyz": [[-4.0915, -0.5439, -0.5293], [-4.6869, 0.1999, -0.4366], [-3.5184, -0.4891, 0.2355], [-2.1271, -0.8196, 0.5799], [-1.6010, -0.9770, -0.2041], [-1.6059, -0.2078, 1.0998], [-1.9764, 0.4272, -2.2374], [-2.7070, 0.2293, -1.6514], [-1.5634, 1.2005, -1.8533], [-0.0576, -2.5300, -0.1077], [0.7720, -2.0527, -0.0910], [-0.6093, -2.0313, -0.7103], [-1.4889, -1.6584, -1.4243], [-1.6500, -0.8794, -1.9566], [-2.3173, -2.1376, -1.4433], [-0.8538, -1.3430, 2.5854], [-0.9231, -0.3899, 2.5309], [-1.6229, -1.6667, 2.1164], [-1.6780, 1.6593, -0.3083], [-1.1029, 1.5474, 0.4486], [-2.4868, 2.0191, 0.0560], [-1.5762, 1.0480, 2.0275], [-0.8527, 1.5908, 2.3408], [-2.1035, 0.8772, 2.8079], [-2.7014, -2.3728, 2.2679], [-3.0995, -2.0223, 1.4711], [-3.3566, -2.2230, 2.9494], [2.7282, 0.1233, 2.1248], [1.8662, 0.5385, 0.9501], [2.1962, 2.0083, 0.6220], [1.5286, 2.5121, -0.6694], [1.9390, 1.5771, -1.7949], [1.6923, -0.0038, -1.5874], [2.0948, -0.3162, -0.2181], [2.1152, -1.7196, 0.0518], [0.1749, -0.4566, -1.8485], [2.6007, -0.6580, -2.6466], [0.4207, 0.3344, 1.3761], [3.7687, 0.1317, 1.8002], [2.4790, -0.9101, 2.3662], [2.7421, 0.8816, 2.9077], [1.9111, 2.6344, 1.4674], [3.2679, 2.0232, 0.4237], [1.9054, 3.4972, -0.9446], [0.4569, 2.6149, -0.4989], [2.9676, 1.8270, -2.0548], [1.4099, 1.9585, -2.6682], [-0.6630, -0.0742, -1.2656], [-0.0220, -0.1888, -2.8866], [0.2172, -1.5456, -1.8297], [3.6461, -0.4532, -2.4156], [2.6963, -1.7410, -2.7248], [2.4306, -0.1260, -3.5826], [0.2870, -0.6204, 1.8845], [-0.3749, 0.3474, 0.6312], [0.2018, 1.2643, 1.9010], [2.9017, -1.9146, 0.5665]],
  "e_above_lowest_ev": 14.048,
  "homo_ev": -7.60
}